# 1
{
  "formula": "C6H6",
  "method": "ωB97M-V/def2-TZVPD",
  "species": ["C", "C", "C", "C", "C", "C", "H", "H", "H", "H", "H", "H"],
  "xyz": [[-0.97243, -2.73235, 1.02365], [-0.73657, -1.59856, 1.34707], [-0.42748, -0.19504, 1.65232], [-0.13591, 0.53051, 0.40944], [0.09486, 1.03913, -0.65646], [0.38290, 1.71030, -1.92165], [-1.17932, -3.73921, 0.73886], [-1.27066, 0.27018, 2.17855], [0.43229, -0.14328, 2.33221], [1.46058, 1.73071, -2.11075], [-0.10184, 1.20657, -2.76443], [0.01969, 2.74149, -1.88482]],
  "forces_ev_per_a": [[0.1, 0.4, 0.2], [-0.1, -0.5, -0.1], [0.0, 0.0, 0.0], [0.1, 0.2, -0.5], [-0.1, -0.1, 0.5], [0.0, 0.1, -0.1], [0.0, 0.1, 0.1], [0.1, -0.1, -0.1], [-0.1, 0.0, -0.1], [-0.1, 0.0, 0.0], [0.1, 0.0, 0.2], [0.1, -0.1, -0.1]],
  "nbo_charge": [-0.2300, 0.0012, -0.5356, -0.0274, 0.0234, -0.6824, 0.2356, 0.2546, 0.2548, 0.2349, 0.2359, 0.2351],
  "max_force_ev_per_a": 0.57,
  "smiles": "C#CCC#CC",
  "de_lowest_ev": 3.638,
  "homo_energy_ev": -9.590,
  "orbital_gap_ev": 10.5838
}



# 2
{
  "formula": "C5H6",
  "method": "ωB97M-V/def2-TZVPD",
  "species": ["C", "C", "C", "C", "C", "H", "H", "H", "H", "H", "H"],
  "xyz": [[0.33248, -1.04672, 0.40004], [1.71171, -0.68903, -0.13721], [-0.84637, -0.53845, -0.47917], [1.17619, 0.76897, -0.13971], [-0.25524, 0.41045, 0.52826], [0.09112, -1.96072, 0.91454], [-0.61110, -0.44125, -1.50939], [-1.79070, -1.12456, -0.27656], [1.78805, 1.65262, 0.33750], [1.09001, 0.96835, -1.29769], [-0.62807, 0.92344, 1.45184]],
  "forces_ev_per_a": [[0.8, -0.2, -0.5], [-2.4, 1.2, 1.6], [-0.6, -0.3, 1.7], [-0.1, 1.3, -1.3], [2.1, -0.6, -0.8], [0.0, -0.1, 0.3], [0.0, 0.4, -0.8], [1.2, 1.0, -0.1], [-1.0, -2.0, -1.0], [0.0, 0.2, 1.9], [0.0, -0.8, -1.2]],
  "nbo_charge": [-0.3935, 0.1500, -0.3682, -0.5573, -0.2325, 0.2250, 0.2128, 0.2350, 0.2567, 0.2248, 0.2471],
  "max_force_ev_per_a": 3.09,
  "de_lowest_ev": 4.921,
  "homo_energy_ev": -8.556,
  "orbital_gap_ev": 8.6807
}



# 3
{
  "formula": "C6H19NO4",
  "method": "ωB97M-V/def2-TZVPD",
  "species": ["C", "C", "C", "C", "C", "N", "C", "O", "H", "H", "H", "H", "H", "H", "H", "H", "H", "H", "H", "H", "H", "O", "H", "H", "O", "H", "H", "O", "H", "H"],
  "xyz": [[-1.16459, 1.25101, -1.95385], [-1.08633, 0.80542, -0.48686], [0.36515, 0.74719, 0.02727], [0.60174, 1.36741, 1.38551], [1.00651, -0.66700, 0.04671], [0.86776, -1.36891, -1.24794], [0.35691, -1.48268, 1.12958], [0.92413, -2.06935, 2.01495], [-0.47916, 2.07895, -2.12797], [-2.14756, 1.66890, -2.17861], [-0.88941, 0.44661, -2.62032], [-1.47507, -0.19759, -0.35485], [-1.64253, 1.55819, 0.07486], [1.02586, 1.29070, -0.66017], [-0.01364, 0.93468, 2.16877], [0.62690, 2.43596, 1.62441], [1.55024, 1.10602, 1.88537], [2.08388, -0.61656, 0.19511], [0.92010, -0.67580, -1.97734], [-0.00503, -1.86965, -1.34588], [-0.75115, -1.52736, 1.11724], [-2.76186, -2.63403, -1.48614], [-3.23607, -2.72043, -0.65298], [-2.63382, -3.52414, -1.82685], [-1.28400, 2.46716, 3.86502], [-1.58024, 2.64559, 2.96583], [-1.38533, 1.51081, 3.92240], [4.16186, -0.64894, -0.97507], [4.07954, -1.54155, -0.61781], [3.96518, -0.77061, -1.91040]],
  "forces_ev_per_a": [[-0.1, 0.3, 0.5], [0.9, 0.4, -0.3], [1.3, 0.6, 0.0], [0.8, -0.1, 2.3], [-0.5, -0.3, -0.8], [0.1, -0.1, 0.4], [0.0, -0.4, 0.4], [0.2, 0.1, -0.1], [0.2, 0.0, 0.0], [-0.1, -0.5, -0.2], [-0.2, -0.1, -0.4], [-0.7, 0.1, 0.0], [-0.1, -0.4, 0.4], [-0.2, 0.1, -0.2], [-0.9, -0.1, -0.1], [-0.7, 0.1, -1.1], [0.4, -0.3, -0.9], [-0.1, 0.4, 0.5], [0.0, 0.0, -0.3], [-0.3, 0.1, 0.0], [-0.1, 0.1, -0.2], [0.2, 0.2, 0.0], [0.0, -0.2, -0.1], [-0.1, 0.0, 0.1], [-0.2, -0.2, -0.1], [0.1, 0.2, 0.0], [0.1, 0.0, 0.2], [0.0, -0.2, -0.1], [0.0, 0.1, 0.1], [0.0, 0.1, 0.0]],
  "nbo_charge": [-0.6000, -0.4077, -0.2335, -0.6429, -0.1646, -0.8341, 0.4388, -0.5090, 0.2009, 0.2126, 0.2019, 0.2059, 0.2031, 0.2066, 0.1952, 0.2314, 0.2299, 0.2323, 0.3571, 0.3672, 0.0971, -0.9473, 0.4743, 0.4756, -0.9273, 0.4654, 0.4654, -0.9379, 0.4740, 0.4696],
  "max_force_ev_per_a": 2.46,
  "smiles": "CC[C@@H](C)[C@H](N)C=O.O.O.O",
  "de_lowest_ev": 2.152,
  "homo_energy_ev": -9.534,
  "orbital_gap_ev": 9.9361
}



# 4
{
  "formula": "C12H25NO9P2S",
  "method": "ωB97M-V/def2-TZVPD",
  "species": ["C", "C", "P", "C", "C", "O", "S", "O", "O", "P", "N", "H", "H", "H", "H", "H", "H", "H", "H", "H", "H", "H", "H", "H", "C", "C", "C", "O", "C", "O", "O", "H", "H", "H", "H", "H", "H", "C", "C", "C", "O", "C", "O", "O", "H", "H", "H", "H", "H", "H"],
  "xyz": [[3.13015, -4.19846, 0.55771], [3.10095, -4.95662, -0.89267], [1.60734, -4.57616, -2.00289], [1.26119, -2.71860, -2.22468], [0.70287, -1.93586, -0.89816], [0.19243, -5.50795, -1.62081], [-0.08401, -5.63394, 0.05438], [0.44508, -6.99513, 0.61613], [-1.80800, -5.78051, 0.18862], [-2.49632, -4.28473, -0.42171], [-2.26568, -3.17725, 0.78089], [2.25860, -4.48403, 1.29071], [3.24176, -3.01297, 0.48041], [4.13138, -4.55845, 1.09960], [4.07438, -4.60458, -1.48119], [3.21318, -6.11266, -0.68117], [0.40170, -2.62983, -3.04860], [2.19974, -2.17187, -2.71502], [1.25743, -2.18488, 0.10184], [-0.46166, -2.03798, -0.77254], [0.89774, -0.77434, -1.09422], [-1.85233, -3.88867, -1.66478], [-3.92110, -4.41170, -0.70756], [-1.77826, -3.62713, 1.59097], [-1.01078, 2.28355, 1.74543], [-0.04204, 1.13405, 1.93944], [0.81632, 1.28628, 3.15855], [1.99421, 0.58775, 2.80038], [2.08694, 0.66125, 1.43838], [3.08255, 0.37693, 0.79734], [0.91416, 1.10464, 0.89115], [-1.66268, 2.08788, 0.88790], [-1.63635, 2.43283, 2.63047], [-0.47700, 3.21462, 1.52459], [-0.57959, 0.17697, 1.94141], [0.35721, 0.84209, 4.04779], [1.08276, 2.32574, 3.37818], [-0.28645, 6.56328, -1.48931], [-1.36983, 5.51827, -1.31133], [-2.74967, 6.05427, -1.54570], [-3.54947, 5.23065, -0.71766], [-2.74580, 4.82012, 0.30930], [-3.14598, 4.29236, 1.33122], [-1.43170, 5.08837, 0.03976], [0.70204, 6.10513, -1.38158], [-0.34484, 7.03588, -2.47428], [-0.35643, 7.33765, -0.71728], [-1.16447, 4.64323, -1.94149], [-3.05699, 5.96641, -2.59292], [-2.87469, 7.09410, -1.22503]],
  "forces_ev_per_a": [[1.5, 0.1, 0.9], [0.6, 0.5, 2.1], [1.5, -0.7, -3.2], [-1.4, 1.2, 0.8], [0.1, 1.8, -0.4], [0.1, 0.4, 2.3], [1.6, -4.2, 2.1], [-2.2, 4.8, -2.6], [0.2, 1.5, -2.7], [1.0, 2.0, 4.5], [-0.1, -2.4, -2.0], [1.6, 0.6, -1.7], [-0.4, -2.7, 0.0], [-2.1, 0.8, -1.0], [-2.3, -0.7, 0.9], [-0.5, 2.3, -0.8], [1.9, -0.5, 1.7], [-1.8, -1.6, 1.3], [-1.1, 0.2, -2.1], [2.4, -0.1, -0.1], [-0.5, -2.4, 0.6], [-0.6, -0.8, 0.6], [1.2, -0.6, -0.2], [-0.6, 0.5, -1.0], [0.0, -0.1, -0.4], [-1.4, 0.7, 0.2], [-0.4, 0.0, 0.9], [0.5, -0.1, -1.0], [1.6, -0.5, -1.2], [-2.0, 0.5, 1.3], [1.3, -0.4, 0.2], [0.0, 0.0, 0.2], [0.1, -0.1, -0.2], [0.0, -0.2, 0.2], [0.1, 0.0, 0.0], [0.2, 0.0, -0.2], [-0.1, 0.0, -0.1], [0.4, -0.1, 0.3], [1.0, 0.7, -0.7], [-0.4, 0.3, -0.8], [0.3, -0.5, 0.9], [-0.8, -1.0, 2.0], [0.8, 1.2, -2.2], [-1.1, -0.3, 0.5], [-0.1, 0.1, -0.1], [0.0, -0.1, 0.1], [-0.2, -0.1, -0.2], [-0.1, 0.1, 0.1], [-0.1, -0.1, 0.3], [0.2, 0.0, 0.0]],
  "nbo_charge": [-0.6541, -0.7504, 0.9875, -0.7451, -0.6693, -0.9252, 1.6336, -0.8479, -0.9170, 1.4655, -1.3096, 0.2200, 0.2284, 0.2164, 0.2627, 0.2714, 0.2452, 0.2692, 0.2232, 0.2351, 0.2298, -0.0368, -0.0190, 0.3837, -0.6249, 0.0507, -0.0943, -0.4867, 0.9698, -0.5897, -0.4905, 0.2245, 0.2336, 0.2253, 0.1924, 0.2057, 0.1827, -0.6278, 0.0589, -0.0961, -0.4824, 0.9685, -0.5782, -0.4911, 0.2294, 0.2222, 0.2232, 0.1863, 0.2064, 0.1849],
  "max_force_ev_per_a": 5.93,
  "homo_energy_ev": -8.009,
  "orbital_gap_ev": 8.2536
}